DFT (ωB97M-V/def2-TZVPD) results for a 13-piece molecular cluster, H26O13 overall at a distorted geometry.

Structure (XYZ):
```
39
Properties=species:S:1:pos:R:3:forces:R:3
H 0.056729 1.142999 0.477740 -0.606 0.187 -0.030
H 0.865807 -0.005522 0.555244 4.488 -1.939 -0.353
H -2.604101 -1.206471 -2.941967 -0.325 -0.952 0.011
H -1.191588 -0.867981 -3.045521 -0.472 -1.843 0.598
H 3.952137 -2.034294 1.019217 2.983 -0.856 0.736
H 4.700284 -3.267200 1.563071 0.333 0.096 0.017
H 0.258832 -2.610104 2.317402 -0.350 0.434 0.441
H -0.625308 -1.360036 2.016488 -1.964 2.882 2.043
H -3.240862 0.067603 -0.319622 0.154 0.382 -0.245
H -3.463556 1.276947 -1.211059 0.780 1.663 -4.604
H 0.312642 2.798436 2.863694 0.128 1.009 -0.214
H 0.132703 1.397643 3.168238 0.198 0.007 0.683
H -4.435198 -1.608341 0.541969 -1.212 0.483 -2.191
H -3.334242 -2.632660 1.008528 -1.049 0.822 -0.069
H -4.443960 2.332286 1.811112 -0.207 1.193 -1.871
H -3.480210 2.971922 0.841732 0.550 0.047 -0.284
H 5.209515 -0.062417 0.355816 0.499 0.674 -2.141
H 5.598249 -0.807629 -0.896229 -0.068 0.692 -0.098
H 2.445763 -0.020418 -2.850236 0.681 0.540 0.664
H 1.445833 0.368524 -1.921319 -3.226 -0.083 0.836
H -2.606505 0.598261 -2.722666 -2.420 -0.848 0.406
H -1.886943 1.890318 -2.064243 -0.458 -1.202 -0.763
H 3.167379 4.136273 -0.802256 -1.108 0.205 -0.205
H 3.668731 2.645957 -0.521815 0.047 1.442 -0.436
H -1.386245 -2.665114 -0.000510 -0.482 2.054 0.635
H -0.542562 -3.798763 0.553900 -0.667 0.653 -0.996
O 0.001064 0.196411 0.652353 -3.960 2.395 0.179
O -1.764237 -1.670063 -2.814437 0.739 2.340 -0.651
O 4.910021 -2.362649 1.289496 -3.381 0.778 -0.824
O -0.135484 -2.025911 1.664616 2.672 -3.392 -1.450
O -3.627312 0.952126 -0.406256 -0.857 -2.691 4.918
O 0.402144 2.221667 3.614928 -0.326 -1.045 -0.501
O -3.971303 -1.924911 1.269082 2.263 -1.368 2.186
O -4.418874 2.911899 0.979559 -0.663 -0.618 2.532
O 5.384762 0.110575 -0.632787 -0.336 -1.370 2.336
O 2.347097 0.488031 -2.015485 2.373 -0.445 -1.401
O -1.866470 1.135341 -2.696219 3.201 2.571 -0.007
O 3.919246 3.598414 -0.632213 1.107 -1.706 0.545
O -1.002321 -3.465956 -0.247226 0.938 -3.192 -0.431
```
Forces are in eV/Å.

Properties
- frontier orbital gap (eV) = 10.3962
- HOMO energy (eV) = -11.04
- energy above the lowest of the compared OMol25 structures with the same formula, charge and spin (kcal/mol) = 126.1
- F_max (eV Å⁻¹) = 5.671